[1]
Computed, not measured: a 2-piece molecular cluster, H6N2 overall, with wB97M-V/def2-TZVPD.

```
8
H6N2 | OMol25 | wB97M-V/def2-TZVPD
N -10.921 2.489 6.059
H -10.516 2.105 5.199
H -11.087 3.486 5.890
H -11.840 2.051 6.177
N -8.601 2.446 1.864
H -7.796 3.081 1.875
H -9.352 2.924 1.356
H -8.331 1.633 1.302
```

Computed properties:
* energy above the lowest of the compared OMol25 structures with the same formula, charge and spin: 1.92 kcal per mole
* HOMO level: -9.929 eV
* structure (SMILES): N.N
* max |F|: 0.5 eV Å⁻¹
* Kohn-Sham gap: 10.99 eV

Atomic charges from the Mulliken analysis, expressed in e, are listed below: number 1, N, carries -0.66; number 2, H, carries 0.23; number 3, H, carries 0.21; number 4, H, carries 0.22; number 5, N, carries -0.66; number 6, H, carries 0.22; number 7, H, carries 0.22; number 8, H, carries 0.23



[2]
Computed, not measured: a 2-piece molecular cluster, C3H11N2O overall in a non-equilibrium geometry, with wB97M-V/def2-TZVPD.

```
17
C3H11N2O | OMol25 | wB97M-V/def2-TZVPD
C 0.686 0.524 -1.576
C 1.485 0.598 -0.244
N -1.587 0.242 0.833
C -0.652 1.130 1.128
N 0.653 0.956 0.950
H 0.848 -0.471 -1.985
H 1.153 1.173 -2.312
H -0.370 0.778 -1.478
H 2.297 1.296 -0.480
H 1.962 -0.315 0.123
H -2.187 -0.034 1.600
H -1.232 -0.473 0.199
H -0.930 1.945 1.792
H 1.217 1.233 1.744
H -0.464 -3.247 0.158
H -1.817 -2.813 -0.482
O -1.063 -2.520 0.029
```

Computed properties:
* energy above the lowest of the compared OMol25 structures with the same formula, charge and spin: 45.98 kcal per mole
* total charge: +1
* HOMO level: -14.607 eV
* max |F|: 2.2 eV Å⁻¹
* Kohn-Sham gap: 10.11 eV

Atomic charges from the Mulliken analysis, expressed in e, are listed below: number 1, C, carries -1.03; number 2, C, carries -0.26; number 3, N, carries -0.30; number 4, C, carries -0.06; number 5, N, carries -0.18; number 6, H, carries 0.26; number 7, H, carries 0.34; number 8, H, carries 0.41; number 9, H, carries 0.28; number 10, H, carries 0.32; number 11, H, carries 0.30; number 12, H, carries 0.28; number 13, H, carries 0.40; number 14, H, carries 0.26; number 15, H, carries 0.30; number 16, H, carries 0.31; number 17, O, carries -0.63



[3]
Computed, not measured: one molecule with the formula C6H7NO in a non-equilibrium geometry, with wB97M-V/def2-TZVPD.

```
15
C6H7NO | OMol25 | wB97M-V/def2-TZVPD
C 1.409 0.053 -1.167
C 0.096 1.613 0.714
C -1.424 0.053 1.090
C -0.072 -1.660 -0.611
C -0.265 -0.632 0.426
C 0.222 0.605 -0.405
H 1.493 -1.815 -1.948
H 1.857 0.587 -2.049
H 0.427 2.597 0.800
H -2.086 -0.490 1.789
H -0.323 -2.728 -0.504
H 0.629 -0.814 1.182
H -0.657 0.611 -1.153
N 0.914 -1.209 -1.418
O -0.941 1.290 1.442
```

Computed properties:
* energy above the lowest of the compared OMol25 structures with the same formula, charge and spin: 143.78 kcal per mole
* HOMO level: -7.068 eV
* max |F|: 2.0 eV Å⁻¹
* Kohn-Sham gap: 7.51 eV

Atomic charges from the Mulliken analysis, expressed in e, are listed below: number 1, C, carries -0.61; number 2, C, carries -0.32; number 3, C, carries -0.57; number 4, C, carries -0.57; number 5, C, carries 0.19; number 6, C, carries 0.15; number 7, H, carries 0.22; number 8, H, carries 0.20; number 9, H, carries 0.38; number 10, H, carries 0.24; number 11, H, carries 0.29; number 12, H, carries 0.21; number 13, H, carries 0.24; number 14, N, carries 0.14; number 15, O, carries -0.17



[4]
Computed, not measured: C40H37CuN2S2SiTe as an isolated structure in a non-equilibrium geometry, with wB97M-V/def2-TZVPD.

```
84
C40H37CuN2S2SiTe | OMol25 | wB97M-V/def2-TZVPD
Cu 2.410 -0.931 -0.760
S 5.149 -3.896 -2.793
C 4.261 -2.971 -1.839
N 3.632 -2.292 -1.113
N -0.117 -2.288 -2.154
S -1.477 -2.405 -2.869
C -2.633 -3.442 -1.889
C -2.181 -4.045 -0.732
C -3.047 -4.846 0.002
C -4.348 -5.047 -0.435
C -4.786 -4.453 -1.613
C -3.927 -3.650 -2.345
C -2.510 -0.909 -2.727
C -2.826 -0.351 -1.499
C -3.624 0.782 -1.459
C -4.106 1.343 -2.635
C -3.771 0.786 -3.860
C -2.959 -0.338 -3.907
H -0.127 -1.933 -1.197
H -1.159 -3.881 -0.408
H -2.698 -5.313 0.915
H -5.022 -5.669 0.140
H -5.801 -4.612 -1.956
H -4.258 -3.176 -3.263
H -2.455 -0.790 -0.579
H -3.862 1.233 -0.506
H -4.739 2.220 -2.592
H -4.127 1.231 -4.781
H -2.666 -0.772 -4.856
C 0.801 -0.728 7.386
C 0.860 -1.079 5.922
C 0.118 -2.135 5.412
C 0.175 -2.489 4.068
C -0.653 -3.647 3.578
C 1.008 -1.772 3.201
Te 1.118 -2.378 1.171
C 1.759 -0.699 3.700
C 2.650 0.102 2.792
C 1.670 -0.368 5.046
H 0.028 -1.307 7.892
H 0.586 0.332 7.531
H 1.754 -0.945 7.873
H -0.530 -2.704 6.072
H -1.317 -4.019 4.358
H -0.009 -4.466 3.248
H -1.255 -3.345 2.716
H 2.057 0.682 2.079
H 3.296 -0.559 2.208
H 3.276 0.791 3.361
H 2.253 0.469 5.418
C 5.362 3.933 -0.640
C 5.322 2.682 -0.045
C 4.182 1.897 -0.160
C 3.053 2.333 -0.857
C 3.125 3.592 -1.460
C 4.260 4.383 -1.354
Si 1.509 1.175 -0.963
C 0.263 2.017 0.241
C -0.360 1.289 1.255
C -1.291 1.877 2.103
C -1.622 3.214 1.954
C -1.001 3.963 0.962
C -0.070 3.369 0.124
C 0.807 1.674 -2.687
C -0.514 2.065 -2.909
C -0.941 2.494 -4.160
C -0.057 2.519 -5.228
C 1.251 2.093 -5.040
C 1.669 1.673 -3.787
H 6.248 4.551 -0.558
H 6.181 2.313 0.504
H 4.173 0.912 0.299
H 2.290 3.961 -2.045
H 4.287 5.353 -1.837
H -0.105 0.242 1.396
H -1.763 1.287 2.882
H -2.357 3.671 2.606
H -1.240 5.015 0.848
H 0.405 3.967 -0.645
H -1.227 2.044 -2.094
H -1.968 2.812 -4.297
H -0.385 2.862 -6.203
H 1.944 2.095 -5.873
H 2.697 1.349 -3.656
```

Computed properties:
* energy above the lowest of the compared OMol25 structures with the same formula, charge and spin: 0.00 kcal per mole
* total charge: -1
* HOMO level (spin up / spin down): -4.698 / -4.704 eV
* <S²>: 0.761
* max |F|: 1.0 eV Å⁻¹
* Kohn-Sham gap (spin up / spin down): 7.01 / 5.58 eV
* 2S+1: 2

Atomic charges from the Mulliken analysis, expressed in e, are listed below: number 1, Cu, carries -0.80; number 2, S, carries -0.51; number 3, C, carries 0.81; number 4, N, carries -0.39; number 5, N, carries -0.22; number 6, S, carries -0.06; number 7, C, carries 0.29; number 8, C, carries -0.09; number 9, C, carries -0.54; number 10, C, carries -0.51; number 11, C, carries -0.51; number 12, C, carries -0.46; number 13, C, carries 0.42; number 14, C, carries -0.36; number 15, C, carries -0.59; number 16, C, carries -0.34; number 17, C, carries -0.69; number 18, C, carries -0.25; number 19, H, carries -0.46; number 20, H, carries 0.48; number 21, H, carries 0.41; number 22, H, carries 0.36; number 23, H, carries 0.37; number 24, H, carries 0.34; number 25, H, carries 0.34; number 26, H, carries 0.40; number 27, H, carries 0.37; number 28, H, carries 0.40; number 29, H, carries 0.45; number 30, C, carries -1.46; number 31, C, carries 0.74; number 32, C, carries -1.38; number 33, C, carries 1.10; number 34, C, carries -1.57; number 35, C, carries -0.37; number 36, Te, carries 0.29; number 37, C, carries 1.53; number 38, C, carries -1.27; number 39, C, carries -1.14; number 40, H, carries 0.35; number 41, H, carries 0.33; number 42, H, carries 0.31; number 43, H, carries 0.24; number 44, H, carries 0.38; number 45, H, carries 0.34; number 46, H, carries 0.24; number 47, H, carries 0.09; number 48, H, carries 0.28; number 49, H, carries 0.39; number 50, H, carries 0.34; number 51, C, carries -0.42; number 52, C, carries -0.85; number 53, C, carries -0.45; number 54, C, carries 0.34; number 55, C, carries 0.21; number 56, C, carries -0.76; number 57, Si, carries 0.90; number 58, C, carries 0.40; number 59, C, carries 0.51; number 60, C, carries -0.91; number 61, C, carries -0.60; number 62, C, carries -0.74; number 63, C, carries -0.11; number 64, C, carries 0.62; number 65, C, carries -0.42; number 66, C, carries -0.46; number 67, C, carries -0.67; number 68, C, carries -0.64; number 69, C, carries -0.33; number 70, H, carries 0.36; number 71, H, carries 0.41; number 72, H, carries 0.08; number 73, H, carries 0.26; number 74, H, carries 0.39; number 75, H, carries -0.12; number 76, H, carries 0.49; number 77, H, carries 0.36; number 78, H, carries 0.41; number 79, H, carries 0.27; number 80, H, carries 0.42; number 81, H, carries 0.46; number 82, H, carries 0.37; number 83, H, carries 0.38; number 84, H, carries 0.39



[5]
Computed, not measured: C14H29InNO4 as an isolated structure, with wB97M-V/def2-TZVPD.

```
49
C14H29InNO4 | OMol25 | wB97M-V/def2-TZVPD
C 1.500 -1.083 1.877
In -0.090 0.460 1.768
C -2.043 -0.590 2.031
C -2.586 -1.408 1.037
C -3.797 -2.065 1.231
C -4.454 -1.886 2.438
N -3.985 -1.113 3.415
C -2.818 -0.498 3.194
H 1.615 -1.627 0.933
H 1.280 -1.814 2.662
H 2.464 -0.618 2.105
H -0.067 1.339 0.231
H 0.101 1.528 3.186
H -2.066 -1.532 0.089
H -4.229 -2.704 0.466
H -5.403 -2.387 2.625
H -2.465 0.129 4.013
C -3.578 1.072 -1.154
O -3.446 0.092 -2.176
C -4.663 -0.527 -2.530
C -5.201 0.002 -3.843
O -5.590 1.363 -3.758
C -4.616 2.259 -4.255
H -2.612 1.558 -1.039
H -4.337 1.816 -1.415
H -3.840 0.601 -0.203
H -5.410 -0.393 -1.740
H -4.476 -1.601 -2.638
H -6.085 -0.577 -4.130
H -4.442 -0.127 -4.622
H -4.516 2.165 -5.343
H -3.641 2.092 -3.791
H -4.955 3.267 -4.019
C 4.827 -1.111 0.070
O 4.716 0.136 0.723
C 5.347 0.182 1.987
C 6.644 0.957 1.934
O 7.628 0.309 1.139
C 7.736 0.843 -0.164
H 4.406 -0.988 -0.926
H 5.871 -1.432 -0.015
H 4.250 -1.876 0.599
H 5.531 -0.830 2.364
H 4.664 0.680 2.682
H 7.048 1.054 2.946
H 6.450 1.963 1.547
H 8.157 1.855 -0.141
H 6.767 0.873 -0.668
H 8.410 0.196 -0.724
```

Computed properties:
* total charge: -1
* HOMO level: -4.805 eV
* max |F|: 0.3 eV Å⁻¹
* Kohn-Sham gap: 7.59 eV

Atomic charges from the Mulliken analysis, expressed in e, are listed below: number 1, C, carries -0.88; number 2, In, carries 0.77; number 3, C, carries -0.27; number 4, C, carries -0.34; number 5, C, carries -0.34; number 6, C, carries -0.27; number 7, N, carries -0.67; number 8, C, carries 0.02; number 9, H, carries 0.21; number 10, H, carries 0.31; number 11, H, carries -0.09; number 12, H, carries -0.43; number 13, H, carries -0.41; number 14, H, carries 0.35; number 15, H, carries 0.38; number 16, H, carries 0.33; number 17, H, carries 0.38; number 18, C, carries -0.69; number 19, O, carries -0.36; number 20, C, carries -0.41; number 21, C, carries -0.61; number 22, O, carries -0.36; number 23, C, carries -0.69; number 24, H, carries 0.21; number 25, H, carries 0.36; number 26, H, carries 0.29; number 27, H, carries 0.34; number 28, H, carries 0.36; number 29, H, carries 0.38; number 30, H, carries 0.33; number 31, H, carries 0.32; number 32, H, carries 0.30; number 33, H, carries 0.24; number 34, C, carries -0.79; number 35, O, carries -0.32; number 36, C, carries -0.43; number 37, C, carries -0.68; number 38, O, carries -0.37; number 39, C, carries -0.68; number 40, H, carries 0.23; number 41, H, carries 0.36; number 42, H, carries 0.34; number 43, H, carries 0.35; number 44, H, carries 0.37; number 45, H, carries 0.39; number 46, H, carries 0.35; number 47, H, carries 0.32; number 48, H, carries 0.29; number 49, H, carries 0.23